Record 1
DFT (the ωB97M-V functional and the def2-TZVPD basis) results for a molecular structure, C40H43As2MgNO7PS2Si at a distorted geometry.

Calculated values
- Spin multiplicity: 1
- Total energy: -8230.69227 hartree
- Charge: -1

Each line ends with the Mulliken charge.
Geometry (Å):
Mg (-20.12908, -4.35654, 12.33471)  1.4509
O (-22.20291, -4.61325, 16.07891)  -0.7077
As (-21.31780, -3.27804, 15.20700)  0.0419
O (-18.54666, -3.08314, 12.34363)  -1.6568
O (-21.42668, -3.97890, 13.63926)  0.4413
C (-19.30772, -3.68057, 15.51231)  -0.3125
C (-18.61814, -2.76199, 16.28892)  -0.2581
C (-17.27202, -2.85493, 16.60632)  -0.8126
C (-16.56998, -3.93802, 16.16985)  -0.4055
C (-17.27531, -4.88925, 15.42383)  -0.6886
C (-18.59384, -4.79874, 15.11332)  0.2199
S (-19.22141, -6.39295, 14.46768)  1.3420
O (-19.43160, -6.18351, 13.00556)  -0.6637
O (-18.13595, -7.32236, 14.72523)  -0.7986
O (-20.49149, -6.60907, 15.17379)  -0.9125
H (-21.85895, -5.46953, 15.65309)  0.4697
H (-19.14410, -1.87017, 16.60747)  0.2992
H (-16.82711, -2.08867, 17.29168)  0.3061
H (-15.54215, -4.08607, 16.36733)  0.6421
H (-16.78266, -5.78315, 15.11478)  0.6184
S (-24.77755, -1.98474, 12.16756)  -0.4153
C (-25.01648, -3.53082, 12.77958)  0.3200
N (-24.06055, -4.42805, 13.12542)  0.3847
C (-24.26039, -5.73398, 13.36974)  -0.0458
C (-25.51583, -6.27947, 13.33763)  -0.9873
C (-26.59401, -5.39450, 13.21712)  0.0141
C (-26.40338, -4.05527, 12.98522)  -0.6800
H (-23.09463, -4.05913, 13.21736)  -0.0926
H (-23.31675, -6.23936, 13.48492)  0.5069
H (-25.59623, -7.32779, 13.46528)  0.4328
H (-27.63284, -5.70238, 13.38157)  0.3152
H (-27.28923, -3.43269, 12.76395)  0.3214
C (-16.07760, -2.07273, 12.17725)  -0.3835
C (-14.65767, -2.02844, 11.68616)  -1.9241
As (-13.26026, -3.49939, 11.75663)  0.2393
C (-13.04097, -3.57167, 13.73507)  0.1227
C (-12.46997, -4.72113, 14.25772)  -0.3329
C (-12.28347, -4.92320, 15.60151)  -0.5447
C (-12.62778, -3.94741, 16.50842)  -0.3868
C (-13.07692, -2.72883, 16.02310)  -0.8727
C (-13.34300, -2.59255, 14.65605)  0.4763
C (-11.87553, -2.12030, 11.35683)  0.3052
C (-10.93163, -1.63938, 12.26739)  -0.1329
C (-9.84200, -0.87661, 11.83647)  -0.4476
C (-9.67457, -0.45358, 10.55698)  -0.5919
C (-10.58276, -0.96857, 9.60562)  -0.4903
C (-11.62384, -1.81671, 10.01557)  -0.5811
P (-17.35972, -3.14087, 11.44629)  1.1923
C (-17.65808, -2.51801, 9.76865)  0.3060
C (-16.62991, -2.44542, 8.76784)  -0.4022
C (-16.80749, -1.69469, 7.64358)  -0.8447
C (-18.00165, -1.07552, 7.41870)  -0.5716
C (-19.10087, -1.29847, 8.27073)  -0.7333
C (-18.92512, -2.00935, 9.48169)  -0.5965
C (-16.64099, -4.76095, 11.34291)  0.8690
C (-15.79485, -5.23456, 12.34263)  -0.4160
C (-15.31504, -6.51953, 12.26062)  -1.0496
C (-15.65996, -7.32261, 11.20573)  -1.0124
C (-16.56626, -6.89567, 10.25244)  -0.6438
C (-17.10041, -5.64284, 10.34348)  -0.8807
H (-16.54692, -1.05788, 12.16294)  0.5865
H (-16.06165, -2.41521, 13.25903)  0.0381
H (-14.05202, -1.32742, 12.26450)  0.9249
H (-14.52948, -1.57411, 10.72830)  0.8894
H (-12.20371, -5.55796, 13.56535)  0.2915
H (-11.95252, -5.94898, 15.92548)  0.2768
H (-12.50328, -4.11484, 17.56258)  0.3944
H (-13.31381, -1.96218, 16.75074)  0.4024
H (-13.69021, -1.63418, 14.29534)  0.3210
H (-10.94896, -1.92122, 13.35015)  0.2075
H (-9.13253, -0.58483, 12.63260)  0.3182
H (-8.81305, 0.10518, 10.23072)  0.3723
H (-10.49083, -0.86672, 8.53511)  0.3572
H (-12.21336, -2.31034, 9.29116)  0.4088
H (-15.62306, -2.84424, 8.94499)  0.4796
H (-16.06144, -1.70134, 6.87471)  0.4202
H (-18.14245, -0.46877, 6.54226)  0.4090
H (-20.00779, -0.80200, 7.98108)  0.5054
H (-19.73055, -2.20586, 10.18585)  0.3305
H (-15.54035, -4.64732, 13.24147)  0.9177
H (-14.72508, -6.90087, 13.10261)  0.4971
H (-15.36420, -8.35687, 11.10612)  0.3243
H (-16.78929, -7.56755, 9.40012)  0.3684
H (-17.79566, -5.19785, 9.70621)  0.5446
C (-22.25074, -3.91400, 8.37585)  -1.1000
Si (-21.14657, -5.14829, 9.30352)  0.4822
C (-22.00266, -6.61485, 10.12827)  -1.0543
C (-19.97455, -5.85982, 7.99629)  -0.8890
O (-20.21943, -4.43918, 10.43773)  0.2244
H (-22.87646, -4.24688, 7.56459)  0.4090
H (-21.50568, -3.19430, 7.97906)  0.1263
H (-22.88688, -3.53151, 9.11741)  0.3376
H (-22.41032, -7.37048, 9.44828)  0.4818
H (-22.84778, -6.31889, 10.72725)  0.1515
H (-21.24692, -7.14740, 10.80118)  0.2196
H (-20.55889, -6.26012, 7.11790)  0.4083
H (-19.37014, -6.64438, 8.49748)  0.0294
H (-19.40120, -5.00996, 7.56385)  0.2273

***

Record 2
DFT (the ωB97M-V functional and the def2-TZVPD basis) results for a molecular structure, C40H43BaN9O8 at a distorted geometry.

Calculated values
- Spin multiplicity: 1
- Relative energy (zero: lowest compared OMol25 entry of this formula, charge and spin): 0.000 eV
- Total energy: -2670.37540 hartree
- Charge: -2

Each line ends with the Mulliken charge.
Geometry (Å):
Ba (0.15303, -0.83722, 0.30152)  -0.2672
O (-0.10181, 2.93216, 2.83975)  -0.5896
C (0.00471, 2.28688, 1.65785)  0.0617
O (1.04416, 1.74194, 1.34689)  -0.4057
C (-1.23359, 2.34899, 0.81349)  0.3531
C (-1.81334, 3.58356, 0.58654)  -1.2710
C (-2.72133, 3.60430, -0.51591)  -0.6694
C (-3.07684, 2.46417, -1.14250)  -1.4555
C (-2.67657, 1.13204, -0.62072)  1.5596
N (-1.55399, 1.19213, 0.27068)  0.9349
C (-2.82351, -0.16989, -1.34971)  -0.3084
O (-3.41793, -0.11405, -2.65642)  -0.5992
O (-1.94566, -1.13172, -1.24799)  -0.3794
H (0.74224, 2.77840, 3.29100)  0.4048
H (-1.46578, 4.47888, 1.08002)  0.4116
H (-3.08150, 4.55702, -0.89746)  0.3632
H (-3.69509, 2.49751, -2.03339)  0.2756
H (-4.26437, 0.32167, -2.50413)  0.4316
O (-0.26465, -0.46045, 5.00913)  -0.8606
C (0.21296, -0.61732, 3.87793)  -0.5386
O (-0.34681, -0.76614, 2.77085)  0.0103
C (1.76154, -0.61434, 3.80078)  0.6618
C (2.51367, -0.49681, 5.00321)  -0.9321
C (3.87379, -0.45720, 4.93775)  -0.9389
C (4.50954, -0.53804, 3.67265)  1.5375
C (5.91147, -0.52332, 3.49773)  -0.7696
C (6.45660, -0.64260, 2.24485)  -0.5507
C (5.62337, -0.77524, 1.11667)  -0.8276
C (4.26034, -0.76439, 1.25468)  -0.2694
C (3.67945, -0.65376, 2.53659)  -0.9429
N (2.32339, -0.68774, 2.62239)  0.6084
H (1.94952, -0.43708, 5.92305)  0.5830
H (4.48322, -0.37204, 5.83198)  0.3534
H (6.54487, -0.43324, 4.37422)  0.3539
H (7.53308, -0.65196, 2.11539)  0.4471
H (6.05932, -0.91572, 0.13530)  0.6253
H (3.59804, -0.89211, 0.40717)  0.6494
N (2.29505, 1.55549, -1.82598)  -0.3620
C (3.44147, 1.53061, -1.72113)  -0.0645
N (4.77661, 1.50742, -1.59201)  0.5213
C (5.52074, 1.44059, -2.84874)  -0.6250
C (6.97896, 1.17457, -2.52319)  -0.5573
O (7.50057, 2.18430, -1.67710)  -0.4467
C (6.79794, 2.20437, -0.44153)  -0.3736
C (5.31934, 2.48394, -0.64353)  -0.5760
H (5.43443, 2.38752, -3.40057)  0.3270
H (5.09949, 0.64061, -3.45707)  0.4551
H (7.58267, 1.18209, -3.43087)  0.3623
H (7.07531, 0.19402, -2.03823)  0.2272
H (7.25086, 2.98996, 0.16302)  0.3773
H (6.92576, 1.24645, 0.07286)  0.1246
H (5.18103, 3.50529, -1.02518)  0.3927
H (4.77689, 2.38432, 0.29685)  0.3199
C (-5.73557, -0.73397, 0.75648)  -2.2141
C (-4.23804, -0.41463, 0.91204)  2.2171
C (-3.50899, -1.71439, 1.24580)  -1.4698
C (-4.06530, 0.59245, 2.05367)  -1.6704
N (-3.84133, 0.20575, -0.34783)  -0.0178
H (-6.13501, -1.19256, 1.66779)  0.4153
H (-5.88704, -1.42322, -0.07733)  0.4062
H (-6.28924, 0.18204, 0.54195)  0.4359
H (-4.02579, -2.22619, 2.06566)  0.5688
H (-2.49216, -1.53222, 1.57792)  0.1076
H (-3.47308, -2.36974, 0.37594)  0.2600
H (-4.62709, 0.27084, 2.93586)  0.4921
H (-4.43417, 1.57180, 1.73932)  0.3956
H (-3.01759, 0.69017, 2.32989)  0.0168
C (3.74117, -3.26533, -1.04250)  -1.3177
C (2.19062, -3.18928, -0.81289)  1.2383
O (1.61005, -4.21937, -1.17524)  -0.7497
H (4.00214, -4.17878, -1.59590)  0.3894
H (4.25323, -3.25626, -0.07573)  0.2183
H (4.07256, -2.37709, -1.59164)  0.0617
N (-1.58394, -7.51726, 1.46170)  -0.6337
C (-1.25943, -6.16086, 1.31212)  0.7179
C (-1.43909, -5.50689, 0.09963)  -0.5112
C (-1.11805, -4.16260, 0.01181)  -0.3105
N (-0.65781, -3.45081, 1.03341)  1.0326
C (-0.49327, -4.07616, 2.19207)  -0.9124
C (-0.78718, -5.41346, 2.38835)  -0.8280
H (-1.51239, -8.03359, 0.59748)  0.2368
H (-1.05400, -7.97099, 2.19099)  0.2263
H (-1.80704, -6.03413, -0.77170)  0.2981
H (-1.27143, -3.61738, -0.91258)  0.3100
H (-0.12401, -3.46682, 3.00987)  0.3175
H (-0.64108, -5.86534, 3.36255)  0.3239
N (-0.90085, -2.21657, -4.11860)  0.0645
C (0.12210, -2.09726, -3.21890)  -0.6670
N (0.54456, -0.87901, -3.07303)  -0.4329
C (-0.28007, -0.11850, -3.88792)  0.7111
C (-0.32211, 1.26104, -4.07594)  -0.4182
C (-1.26334, 1.76262, -4.95368)  -0.5484
C (-2.15003, 0.91902, -5.63814)  -0.4265
C (-2.13167, -0.44815, -5.45080)  -0.9352
C (-1.19110, -0.94573, -4.56050)  0.2303
H (-1.47415, -3.03232, -4.22479)  0.2661
H (0.50603, -2.95538, -2.68577)  0.5028
H (0.34201, 1.90469, -3.51684)  0.3892
H (-1.33908, 2.83428, -5.09544)  0.3755
H (-2.88824, 1.35556, -6.30096)  0.3270
H (-2.85035, -1.09515, -5.93910)  0.3581

***

Highest occupied orbital energy (eV)
-5.0, -0.4
Orbital gap (eV)
7.0, 4.2